(1)
One molecule with the formula C5H6N4O2 at a distorted geometry, computed with ωB97M-V/def2-TZVPD.

Summary:
F_max = 3.55 eV/A
ΔE to the lowest compared entry with this formula, charge and spin = 509.77 kJ/mol
orbital gap = 9.07 eV
E_LUMO = 0.0001 hartree
total charge = 0

The geometry in XYZ format:
```
17
C5H6N4O2 ωB97M-V/def2-TZVPD
O -1.0721 -0.0719 2.6392
C -0.7140 0.0465 1.4900
N -1.5170 -0.2235 0.4100
C -1.5901 -0.5108 -1.0037
C -0.3571 -0.0822 -1.7104
C 0.9031 -0.3267 -1.2632
N 1.8640 0.6640 -1.3890
N 2.5095 1.0288 -0.4329
N 2.5518 0.5505 0.8164
C 1.5815 0.5623 1.6190
O 0.3445 0.7230 1.0444
H -2.3761 -0.5262 0.8491
H -1.7877 -1.5760 -1.0668
H -2.5571 0.1220 -1.3548
H -0.5753 0.6677 -2.4108
H 1.1431 -1.2020 -0.7917
H 1.6488 0.1544 2.5550
```

=====

(2)
One molecule with the formula C5H9NO at a distorted geometry, computed with ωB97M-V/def2-TZVPD.

Summary:
F_max = 1.78 eV/A
ΔE to the lowest compared entry with this formula, charge and spin = 350.90 kJ/mol
orbital gap = 10.08 eV
E_LUMO = 0.0344 hartree
total charge = 0

The geometry in XYZ format:
```
16
C5H9NO ωB97M-V/def2-TZVPD
C -2.6475 0.3193 -1.4538
N -2.7431 -0.8460 -0.4654
C -1.7686 -0.6905 0.2986
C -0.7250 -0.2398 0.9696
C 0.7104 -0.5729 0.6332
O 1.4403 0.6168 0.4226
C 2.8102 0.3695 0.2240
H -2.3028 1.1645 -0.8559
H -3.4434 0.7769 -2.0834
H -1.9138 -0.0812 -2.1585
H -0.8998 0.4086 1.8295
H 1.1604 -1.1353 1.4659
H 0.7497 -1.2142 -0.2616
H 3.2996 1.3358 0.0787
H 2.9882 -0.2560 -0.6647
H 3.2653 -0.1320 1.0931
```

=====

(3)
C16H44FeO8 as an isolated structure at a distorted geometry, computed with ωB97M-V/def2-TZVPD.

Summary:
F_max = 2.84 eV/A
orbital gap (alpha / beta) = 8.97 / 6.04 eV
E_LUMO (alpha / beta) = -0.0046 / -0.1046 hartree
2S+1 = 7
<S²> = 12.025
total charge = 0

The geometry in XYZ format:
```
69
C16H44FeO8 ωB97M-V/def2-TZVPD
Fe -21.7336 -1.7524 -28.1974
C -23.3185 -5.3364 -26.8434
C -22.4155 -4.3443 -26.0322
O -22.1426 -3.0642 -26.5640
H -24.3884 -5.2617 -26.6490
H -23.0865 -6.3500 -26.5165
H -23.1650 -5.2333 -27.9176
H -21.4330 -4.6975 -25.7190
H -22.9954 -4.2822 -25.1113
C -25.8751 -2.1932 -27.5473
C -25.1028 -1.6437 -28.7174
O -23.7469 -1.3869 -28.4627
H -26.8839 -2.2979 -27.9466
H -25.9634 -1.5797 -26.6507
H -25.3785 -3.1295 -27.2925
H -25.5287 -0.6938 -29.0406
H -25.2632 -2.2370 -29.6176
C -27.0496 1.4427 -27.2990
C -27.5236 0.8682 -25.9236
O -26.8589 1.5846 -24.9446
H -27.6011 0.9903 -28.1233
H -25.9688 1.3474 -27.4027
H -27.2714 2.5060 -27.3897
H -27.3063 -0.1971 -25.8460
H -28.6131 0.8856 -25.8933
C -22.5499 0.7978 -31.3400
C -21.4509 -0.2967 -31.2155
O -21.2613 -0.7092 -29.8876
H -23.4909 0.5920 -30.8297
H -22.8683 1.0445 -32.3528
H -22.1518 1.6388 -30.7723
H -20.5798 0.1537 -31.6915
H -21.8091 -1.1298 -31.8202
C -29.5932 -3.3954 -26.9622
C -31.0560 -3.4913 -26.3747
O -31.1122 -2.7051 -25.2222
H -29.4961 -4.2772 -27.5955
H -28.8676 -3.6239 -26.1815
H -29.3762 -2.4408 -27.4417
H -31.3816 -4.5121 -26.1741
H -31.7150 -3.1325 -27.1654
H -31.1931 -1.8225 -25.5910
C -26.1775 2.7372 -32.1922
C -26.7103 1.6970 -31.2396
O -27.9401 2.2301 -30.8366
H -25.2424 2.4148 -32.6501
H -26.1186 3.7362 -31.7601
H -26.9189 2.7286 -32.9912
H -26.0707 1.6014 -30.3623
H -26.8082 0.7478 -31.7664
H -27.9255 2.0299 -29.8978
C -25.6427 -5.5597 -30.9538
C -26.8309 -4.8091 -30.4442
O -28.0463 -5.3927 -30.9444
H -24.6623 -5.1326 -30.7431
H -25.7064 -5.7100 -32.0315
H -25.7291 -6.5738 -30.5634
H -26.7298 -3.7553 -30.7038
H -26.7555 -4.8572 -29.3578
H -28.6405 -4.6393 -30.9752
C -23.5564 3.5864 -29.2153
C -22.8816 2.4314 -28.4284
O -23.0017 2.8172 -27.0541
H -24.5469 3.7969 -28.8120
H -23.6550 3.1464 -30.2077
H -23.0152 4.5325 -29.2194
H -21.8379 2.2518 -28.6860
H -23.5065 1.5469 -28.5521
H -22.5323 3.6497 -26.9644
```

=====

(4)
A 6-piece molecular cluster, CH14O5S2 overall, computed with ωB97M-V/def2-TZVPD.

Summary:
F_max = 0.74 eV/A
ΔE to the lowest compared entry with this formula, charge and spin = 135.04 kJ/mol
orbital gap = 9.03 eV
E_LUMO = 0.0024 hartree
total charge = 0

The geometry in XYZ format:
```
22
CH14O5S2 ωB97M-V/def2-TZVPD
C 1.5822 -2.0316 2.0813
S 1.8200 -0.2182 2.1896
S 2.9336 -0.1158 3.9551
H 2.3944 -2.4843 2.6333
H 1.6872 -2.2503 1.0219
H 0.6620 -2.3607 2.5546
H 2.0735 0.6706 4.6240
O -1.4507 -5.4495 0.6339
H -0.8491 -4.8349 1.0631
H -1.5225 -5.1966 -0.2887
O 6.2068 2.7276 -2.1505
H 5.8779 3.4661 -1.6147
H 5.8003 1.9400 -1.7770
O -0.2602 0.7219 -1.8174
H -0.4442 1.3833 -1.1398
H -0.7998 1.0340 -2.5598
O -5.5849 3.4591 -2.1681
H -5.4107 3.6781 -3.0857
H -4.8119 3.7167 -1.6601
O -3.3909 1.0464 -1.0264
H -3.4083 0.8954 -0.0738
H -3.1047 0.2027 -1.3947
```